*1*
C4H12 | ωB97M-V/def2-TZVPD

The calculation puts the HOMO energy at -0.418 hartree. Its SMILES is CC.CC. The calculation puts the orbital gap at 12.49 eV.

Structure (XYZ):
```
16
Properties=species:S:1:pos:R:3:mulliken_charge:R:1
C 1.97681 1.97592 -0.10520 -1.079
C 0.96115 0.95173 0.32593 -0.645
H 2.70851 1.70531 -0.87676 0.326
H 1.55507 2.85739 -0.59453 0.302
H 2.63390 2.22483 0.73760 0.286
H 0.42777 0.56783 -0.54729 0.166
H 0.18996 1.40626 0.94349 0.291
H 1.37827 0.14194 0.92232 0.333
C -1.47065 -1.59111 -0.84436 -0.890
C -1.56025 -1.36363 0.63877 -0.595
H -1.78767 -2.55405 -1.25766 0.323
H -1.91967 -0.82924 -1.48414 0.287
H -0.41783 -1.64735 -1.15384 0.267
H -1.12803 -2.16453 1.25128 0.253
H -2.55986 -1.15894 1.02318 0.304
H -0.98749 -0.52235 1.02121 0.072
```

*2*
C4H12 | ωB97M-V/def2-TZVPD

The calculation puts the HOMO energy at -0.409 hartree. Its SMILES is CC.CC. The calculation puts the orbital gap at 12.19 eV.

Structure (XYZ):
```
16
Properties=species:S:1:pos:R:3:mulliken_charge:R:1
C -0.10581 1.12576 -1.46415 -0.634
C -1.24253 2.17181 -1.38261 -0.772
H -0.18644 0.81444 -2.51336 0.256
H 0.94226 1.27864 -1.30281 0.398
H -0.36829 0.30971 -0.77792 -0.122
H -2.10647 1.94792 -0.74285 0.286
H -0.89334 3.24278 -1.01453 0.208
H -1.52830 2.33692 -2.53272 0.201
C 0.48622 -1.88837 0.77659 -0.391
C 0.99880 -1.36136 2.13017 -0.768
H 1.22300 -2.58364 0.26820 0.269
H -0.37654 -2.51084 1.01479 0.283
H 0.13069 -1.10548 0.10405 0.029
H 0.89192 -2.08746 2.99083 0.255
H 0.11395 -0.59153 2.25038 0.203
H 2.02087 -1.09930 2.19594 0.300
```

*3*
C4H12 | ωB97M-V/def2-TZVPD

The calculation puts the HOMO energy at -0.421 hartree. Its SMILES is CC.CC. The calculation puts the orbital gap at 12.62 eV.

Structure (XYZ):
```
16
Properties=species:S:1:pos:R:3:mulliken_charge:R:1
C -2.29235 1.15399 -0.01551 -0.949
C -1.09654 0.50153 0.69465 -0.456
H -3.00693 0.46477 -0.47657 0.271
H -2.88385 1.60475 0.80137 0.268
H -1.97543 1.98013 -0.62599 0.307
H -1.14205 -0.55199 0.98547 0.324
H -0.23246 0.45220 0.06453 -0.201
H -0.99745 1.05261 1.61330 0.333
C 1.27966 -1.32647 -0.79691 -0.921
C 2.05415 -0.34572 0.10727 -0.847
H 0.47864 -1.82315 -0.26211 0.287
H 1.05134 -0.78139 -1.70253 0.275
H 1.98962 -2.10539 -1.11398 0.368
H 2.60392 -0.78771 0.94386 0.281
H 2.99174 -0.06928 -0.42362 0.303
H 1.52580 0.56197 0.33930 0.357
```

*4*
C4H12 | ωB97M-V/def2-TZVPD

The calculation puts the HOMO energy at -0.409 hartree. Its SMILES is CC.CC. The calculation puts the orbital gap at 12.31 eV.

Structure (XYZ):
```
16
Properties=species:S:1:pos:R:3:mulliken_charge:R:1
C 0.01231 1.20462 -1.32117 -0.337
C 1.46871 1.49467 -0.93852 -0.872
H -0.72808 1.96819 -1.09492 0.318
H -0.00646 0.91135 -2.37298 0.298
H -0.33583 0.34063 -0.76727 -0.239
H 1.86897 2.46509 -1.23401 0.327
H 2.07957 0.74946 -1.44705 0.235
H 1.59713 1.40404 0.14135 0.251
C -1.49575 -1.47190 0.87178 -0.747
C -0.06050 -1.19928 1.34479 -0.936
H -1.72278 -0.71236 0.11479 0.248
H -1.70917 -2.45052 0.47450 0.273
H -2.12046 -1.07932 1.67404 0.267
H 0.79743 -1.54842 0.75131 0.313
H 0.11449 -0.17590 1.65555 0.261
H 0.24041 -1.90035 2.14780 0.343
```

Result of the stability comparison: *1* is the most stable of them.

*1*
C4H12 | ωB97M-V/def2-TZVPD

The calculation puts the HOMO energy at -0.426 hartree. Its SMILES is CC.CC. The calculation puts the orbital gap at 12.72 eV.

Structure (XYZ):
```
16
Properties=species:S:1:pos:R:3:mulliken_charge:R:1
C -1.54573 -0.35033 0.92290 -0.672
C -1.57781 0.10428 2.38454 -0.901
H -0.72563 -1.04594 0.75902 0.213
H -2.49852 -0.79680 0.64647 0.327
H -1.40140 0.48563 0.23182 0.213
H -2.58358 0.26937 2.77667 0.276
H -1.10213 1.07949 2.53535 0.274
H -1.05708 -0.57469 3.05027 0.270
C 0.89934 -0.09407 -1.98885 -0.673
C 2.25207 0.23315 -1.38566 -0.852
H 0.92557 -0.47213 -3.01049 0.322
H 0.32437 -0.69427 -1.29513 0.125
H 0.30533 0.81153 -2.11254 0.247
H 2.10522 0.82397 -0.48051 0.254
H 2.88548 0.86147 -2.01494 0.302
H 2.79450 -0.64066 -1.01892 0.274
```

*2*
C4H12 | ωB97M-V/def2-TZVPD

The calculation puts the HOMO energy at -0.433 hartree. Its SMILES is CC.CC. The calculation puts the orbital gap at 12.89 eV.

Structure (XYZ):
```
16
Properties=species:S:1:pos:R:3:mulliken_charge:R:1
C -2.20365 0.75317 1.01260 -0.774
C -1.85903 -0.57137 1.73076 -0.779
H -1.59181 1.58446 1.36154 0.250
H -2.01862 0.61657 -0.05397 0.218
H -3.24417 1.06673 1.10812 0.306
H -2.66622 -0.90837 2.37744 0.284
H -1.01482 -0.41165 2.40558 0.250
H -1.52566 -1.32545 1.01876 0.244
C 1.54264 -0.12273 -1.96928 -0.755
C 2.51279 -0.06354 -0.78198 -0.827
H 1.95857 -0.06186 -2.97246 0.310
H 0.92653 -1.02333 -1.90460 0.236
H 0.81638 0.69526 -1.88713 0.221
H 3.53713 0.12915 -1.10925 0.289
H 2.58787 -1.03308 -0.29964 0.258
H 2.24209 0.67604 -0.03649 0.266
```

*3*
C4H12 | ωB97M-V/def2-TZVPD

The calculation puts the HOMO energy at -0.429 hartree. Its SMILES is CC.CC. The calculation puts the orbital gap at 12.69 eV.

Structure (XYZ):
```
16
Properties=species:S:1:pos:R:3:mulliken_charge:R:1
C -0.94209 1.60458 -2.49925 -0.801
C -0.17818 2.37404 -1.43358 -0.785
H -0.29631 0.81329 -2.89578 0.260
H -1.85050 1.11939 -2.13533 0.274
H -1.17495 2.25940 -3.34287 0.268
H -0.83340 3.10395 -0.95169 0.262
H 0.33015 1.73267 -0.72208 0.242
H 0.67515 2.89212 -1.88201 0.281
C 0.17704 -1.48270 2.41067 -0.815
C 0.89773 -2.49817 1.53189 -0.777
H -0.44272 -0.82929 1.78877 0.235
H -0.56477 -1.93249 3.07898 0.297
H 0.87064 -0.92962 3.03528 0.275
H 1.64897 -3.03842 2.11814 0.263
H 1.49790 -1.98144 0.77992 0.249
H 0.18534 -3.20730 1.11895 0.273
```

*4*
C4H12 | ωB97M-V/def2-TZVPD

The calculation puts the HOMO energy at -0.427 hartree. Its SMILES is CC.CC. The calculation puts the orbital gap at 12.79 eV.

Structure (XYZ):
```
16
Properties=species:S:1:pos:R:3:mulliken_charge:R:1
C -0.99383 -1.30217 1.29497 -0.724
C -2.02181 -0.14055 1.26745 -0.708
H 0.04326 -0.98426 1.26677 0.154
H -1.22723 -2.02207 2.07656 0.316
H -1.10818 -1.88122 0.36936 0.244
H -2.84668 -0.34284 0.60181 0.269
H -1.47228 0.73043 0.89020 0.164
H -2.25042 0.15164 2.28945 0.285
C 1.71072 -0.01073 -1.33912 -0.769
C 1.31595 1.45378 -1.21395 -0.787
H 0.83652 -0.61415 -1.59435 0.231
H 2.52854 -0.22669 -2.01977 0.317
H 1.94824 -0.43936 -0.36391 0.224
H 2.06399 2.19874 -1.49438 0.330
H 1.01520 1.64334 -0.18519 0.203
H 0.49985 1.70838 -1.89571 0.252
```

Result of the stability comparison: *3* is the most stable of them.

*1*
C3H7NOS | ωB97M-V/def2-TZVPD

The calculation puts the HOMO energy (spin up / spin down) at -0.261 / -0.319 hartree. As for the multiplicity: 3. As for the expectation value of S²: 2.04. The calculation puts the orbital gap (spin up / spin down) at 7.66 / 8.30 eV.

Structure (XYZ):
```
13
Properties=species:S:1:pos:R:3:mulliken_charge:R:1
C -0.28707 -1.03578 -0.98358 -1.206
C -1.05616 0.66088 0.75618 -1.108
C -0.23084 0.37891 -0.46207 0.485
N 2.06331 0.02373 0.73485 0.023
O 2.43963 -1.04932 0.33072 -0.409
S 1.30202 1.12558 -0.54999 -0.081
H 0.37441 -1.62190 -0.38211 0.356
H -1.38273 -1.33713 -0.94980 0.329
H -0.09110 -1.18846 -2.00591 0.377
H -1.57837 -0.35347 1.00185 0.271
H -1.89664 1.32291 0.44311 0.284
H -0.64916 1.02640 1.64540 0.469
H 0.99269 2.04765 0.42135 0.211
```

*2*
C3H7NOS | ωB97M-V/def2-TZVPD

The calculation puts the HOMO energy (spin up / spin down) at -0.210 / -0.351 hartree. As for the multiplicity: 3. As for the expectation value of S²: 2.01. The calculation puts the orbital gap (spin up / spin down) at 6.59 / 6.91 eV.

Structure (XYZ):
```
13
Properties=species:S:1:pos:R:3:mulliken_charge:R:1
C -2.21896 -0.21488 -0.22556 -1.001
C -1.07813 0.08268 0.34474 -0.397
C 0.32201 -0.19460 -0.26334 0.249
N 2.34497 0.65213 -0.17308 -0.477
O 1.12872 0.66004 0.36958 -0.169
S 0.78896 -1.92429 0.13212 -0.180
H -3.16903 0.00362 0.20306 0.341
H -2.27354 -0.85712 -1.14466 0.282
H -1.17424 0.82185 1.15879 0.324
H 0.24390 -0.26774 -1.40715 0.257
H 2.15610 0.48494 -1.21390 0.332
H 2.87303 -0.14808 0.26661 0.286
H -0.10790 -1.81230 1.01746 0.154
```

*3*
C3H7NOS | ωB97M-V/def2-TZVPD

The calculation puts the HOMO energy (spin up / spin down) at -0.263 / -0.357 hartree. As for the multiplicity: 3. As for the expectation value of S²: 2.01. The calculation puts the orbital gap (spin up / spin down) at 7.89 / 7.58 eV.

Structure (XYZ):
```
13
Properties=species:S:1:pos:R:3:mulliken_charge:R:1
C 0.55289 0.68880 0.40736 -0.520
C 1.24589 -0.43007 -0.36030 -0.747
C 0.05771 0.26429 -0.92190 0.068
N -0.97313 -1.74988 0.27500 -0.497
O -2.37004 1.36611 0.52412 -0.421
S -1.44836 -0.55855 -0.59993 0.065
H -0.23958 0.41990 1.16169 0.244
H 0.83046 1.71970 0.48559 0.303
H 2.16394 -0.14923 -0.72416 0.328
H 1.33212 -1.38730 0.17671 0.207
H 0.11749 0.80931 -1.86540 0.407
H -1.73886 -2.37660 0.48491 0.252
H -3.04826 1.04367 1.14036 0.311
```

Result of the stability comparison: *1* is the most stable of them.

*1*
C5H10N | ωB97M-V/def2-TZVPD

The charge is +1. The calculation puts the HOMO energy at -0.538 hartree. The calculation puts the orbital gap at 10.99 eV.

Structure (XYZ):
```
16
Properties=species:S:1:pos:R:3:mulliken_charge:R:1
C 0.64423 0.65080 -0.23636 0.851
C 0.45093 -0.55316 0.24212 -0.459
C 1.14517 1.75651 -0.97725 -1.076
C 0.93036 -2.58281 0.34247 -0.548
C -1.91907 0.45530 0.24440 -0.885
N -0.47690 0.43044 0.70891 -0.083
H 0.35546 2.51500 -1.19637 0.321
H 1.45642 1.42399 -1.99271 0.318
H 1.96463 2.24214 -0.56197 0.323
H 0.07171 -3.31298 0.23612 0.302
H 1.16240 -2.57232 1.46596 0.290
H 1.72436 -2.77366 -0.47800 0.298
H -2.11233 1.49944 0.02541 0.364
H -2.20611 -0.17562 -0.58429 0.328
H -2.57222 0.17756 1.12284 0.319
H -0.61904 0.81936 1.63872 0.335
```

*2*
C5H10N | ωB97M-V/def2-TZVPD

The charge is +1. The calculation puts the HOMO energy at -0.503 hartree. Its SMILES is CC([NH3+])=C1CC1. The calculation puts the orbital gap at 10.08 eV.

Structure (XYZ):
```
16
Properties=species:S:1:pos:R:3:mulliken_charge:R:1
C -1.60239 1.29572 -0.00422 -1.346
C -0.63324 0.17258 -0.03687 0.383
N -1.29445 -1.17938 -0.01068 -0.250
C 0.74361 0.21796 -0.02920 -0.266
C 2.56209 0.65527 -0.00355 -0.453
C 1.90816 -0.70262 -0.00334 -0.461
H -2.10733 1.34073 0.96164 0.338
H -2.36591 1.19963 -0.77763 0.413
H -1.07874 2.23362 -0.16063 0.333
H -2.07488 -1.16730 -0.68168 0.398
H -1.68854 -1.36859 0.92156 0.372
H -0.63800 -1.93384 -0.25194 0.356
H 2.86308 1.10457 -0.93021 0.293
H 2.79866 1.13948 0.92270 0.292
H 2.08958 -1.30202 -0.89231 0.310
H 2.04529 -1.29895 0.89576 0.288
```

Result of the stability comparison: *2* is the most stable of them.

*1*
C3H10N3 | ωB97M-V/def2-TZVPD

The charge is +1. The calculation puts the HOMO energy (spin up / spin down) at -0.479 / -0.453 hartree. The calculation puts the orbital gap (spin up / spin down) at 9.30 / 3.68 eV.

Structure (XYZ):
```
16
Properties=species:S:1:pos:R:3:mulliken_charge:R:1
C -1.45834 0.44232 -0.81192 0.717
C -1.94373 0.77921 -2.20551 -0.980
C 2.66438 -0.52314 2.32207 -0.589
N -1.56714 1.23697 0.14633 -0.255
N -0.83126 -0.74260 -0.72453 -0.370
N 2.00710 -1.18160 1.28142 -0.412
H -1.17124 1.58048 -2.62306 0.323
H -2.84658 1.31621 -2.35635 0.401
H -1.98646 -0.20440 -2.66732 0.289
H 1.91555 0.09588 2.96773 0.216
H 2.76187 -1.11809 3.25265 0.263
H 3.64437 -0.00904 2.18258 0.306
H -1.86198 2.19263 -0.00536 0.305
H -1.12172 -1.43767 -1.38580 0.252
H -0.77999 -1.14715 0.19495 0.298
H 2.57519 -1.28001 0.43215 0.234
```

*2*
C3H10N3 | ωB97M-V/def2-TZVPD

The charge is +1. The calculation puts the HOMO energy at -0.504 hartree. Its SMILES is CNCNC=[NH2+]. The calculation puts the orbital gap at 10.26 eV.

Structure (XYZ):
```
16
Properties=species:S:1:pos:R:3:mulliken_charge:R:1
C -0.84632 -1.14682 1.32069 -1.103
N -0.44122 -1.24407 -0.09291 -0.328
C 0.97413 -0.95022 -0.38189 -0.396
N 1.03966 0.53672 -0.52566 -0.168
C -0.02604 1.18327 -0.84729 0.045
N -0.32606 2.37596 -0.48226 -0.340
H -1.27247 -0.23807 1.47958 0.335
H -1.63121 -1.78053 1.44021 0.470
H -0.19312 -1.38862 2.13402 0.325
H -0.71987 -2.08287 -0.47933 0.264
H 1.21183 -1.49364 -1.25035 0.353
H 1.77341 -1.23304 0.38794 0.301
H 1.88938 1.04863 -0.34456 0.227
H -0.71899 0.60230 -1.39242 0.462
H 0.49911 3.03102 -0.20667 0.280
H -1.21223 2.77998 -0.75910 0.273
```

Result of the stability comparison: *2* is the most stable of them.

*1*
C3H10N3 | ωB97M-V/def2-TZVPD

The charge is +1. The calculation puts the HOMO energy at -0.500 hartree. The calculation puts the orbital gap at 9.70 eV.

Structure (XYZ):
```
16
Properties=species:S:1:pos:R:3:mulliken_charge:R:1
C -1.32002 0.35749 -0.53569 -0.609
C -1.98748 -0.46757 0.49737 -0.345
C 0.18363 0.69092 1.12797 0.181
N -0.55435 -0.15347 0.51332 0.015
N 0.72406 1.66173 0.41640 -0.243
N 1.79976 -1.44562 -0.93423 -0.678
H -1.25901 -0.21947 -1.52529 0.239
H -1.57657 1.44338 -0.66949 0.391
H -2.53519 -0.03906 1.25682 0.319
H -2.04664 -1.53589 0.27073 0.266
H 0.32535 0.65477 2.29049 0.346
H 1.43400 2.25970 0.70075 0.218
H 0.44879 1.62736 -0.50219 0.212
H 1.97994 -2.40109 -0.57546 0.240
H 2.50456 -0.87371 -0.44331 0.232
H 1.87918 -1.55947 -1.88819 0.214
```

*2*
C3H10N3 | ωB97M-V/def2-TZVPD

The charge is +1. The calculation puts the HOMO energy at -0.509 hartree. Its SMILES is CN1[C@H]([NH3+])[C@@H]1N. The calculation puts the orbital gap at 10.80 eV.

Structure (XYZ):
```
16
Properties=species:S:1:pos:R:3:mulliken_charge:R:1
C -2.08154 0.06000 0.13961 -0.919
N -0.71446 0.14207 0.45493 -0.267
C 0.14209 -0.79981 -0.41811 -0.667
N 1.41387 -1.24126 0.25893 -0.279
C 0.17053 0.77904 -0.46653 -0.018
N 1.23982 1.24969 0.18832 -0.523
H -2.49957 -0.99930 0.00466 0.310
H -2.51558 0.50312 1.01032 0.322
H -2.35445 0.64349 -0.71699 0.371
H -0.37466 -1.51311 -1.01832 0.473
H 1.60125 -0.19082 0.65205 0.466
H 1.88762 -1.69222 -0.53996 0.335
H 1.38123 -1.92623 1.04896 0.326
H -0.20761 1.32315 -1.25814 0.505
H 1.02724 1.89391 1.04139 0.316
H 1.88421 1.76829 -0.38111 0.249
```

*3*
C3H10N3 | ωB97M-V/def2-TZVPD

The charge is +1. The calculation puts the HOMO energy at -0.493 hartree. Its SMILES is CN[C@@H]1[NH2+][C@@H]1N. The calculation puts the orbital gap at 10.25 eV.

Structure (XYZ):
```
16
Properties=species:S:1:pos:R:3:mulliken_charge:R:1
C 0.80241 -0.30247 -1.54892 -1.013
N 0.61915 -1.35598 -0.56752 -0.272
C 0.08419 -0.97553 0.64057 0.033
N -1.25611 -0.35415 0.58753 -0.135
C -0.26208 0.54689 1.06003 -0.275
N -0.29892 1.96408 0.52894 -0.496
H 1.59349 0.32719 -1.18817 0.363
H 1.00666 -0.75570 -2.46744 0.345
H -0.08381 0.30367 -1.53812 0.304
H 1.31854 -2.05369 -0.71796 0.276
H 0.10589 -1.76338 1.47156 0.387
H -1.61925 -0.10129 -0.31458 0.254
H -2.02125 -0.64776 1.18302 0.295
H -0.15583 0.42565 2.08595 0.424
H -0.06657 2.66647 1.17686 0.276
H 0.23348 2.07598 -0.39175 0.234
```

Result of the stability comparison: *1* is the most stable of them.